[1]
Formula: C41H95ClF4N6O13P
Source: OMol25
Level of theory: the ωB97M-V functional and the def2-TZVPD basis

```
161
C41H95ClF4N6O13P, DFT the ωB97M-V functional and the def2-TZVPD basis
C 1.2341 -4.2861 5.9122
C 2.6699 -4.0831 5.3527
C 2.8905 -4.7607 3.9833
C 2.5628 -3.9051 2.7295
C 1.3125 -3.0228 2.8274
O 0.9323 -2.6510 1.5177
P -0.3535 -1.4376 1.6441
C -1.9461 -0.3961 1.7587
O -3.0512 -1.2099 2.1632
C -3.2381 -1.1305 3.5409
C -4.5013 -2.0107 3.8619
O -4.7386 -2.9368 2.8157
C -4.6898 -4.2709 3.2565
C -3.2923 -4.6849 3.7863
C 0.6332 -0.1396 0.6257
O 1.2879 0.9291 1.3673
C 0.5702 1.9839 1.6874
F 0.1468 1.9982 2.9451
F -0.4885 2.2299 0.9290
F 1.3536 3.0700 1.5802
C -0.9807 -2.1903 -0.0415
C -0.9120 -3.6990 -0.0887
O -0.5456 -4.2787 -1.0607
F -1.2989 -4.4477 0.9595
O 0.2611 -0.9497 3.1877
C 1.4076 -1.6554 3.5815
C 2.7578 -1.0009 3.2722
C 2.9517 0.3817 3.8586
O 3.3618 1.2832 3.2113
Cl 2.6015 0.6381 5.5938
H 0.5114 -4.4785 5.1161
H 1.2184 -5.1619 6.5672
H 0.8794 -3.4044 6.4523
H 3.3366 -4.5546 6.0857
H 2.9440 -3.0258 5.3560
H 3.9569 -5.0140 3.9143
H 2.3576 -5.7173 4.0022
H 2.3617 -4.6058 1.9107
H 3.4681 -3.3619 2.4415
H 0.4951 -3.6680 3.1806
H -1.1283 -2.4875 2.2891
H -1.8691 0.4235 2.4944
H -2.1827 0.0960 0.8067
H -3.5000 -0.1076 3.8572
H -2.3480 -1.4723 4.0858
H -5.3695 -1.3425 3.9298
H -4.4236 -2.5094 4.8352
H -4.8920 -4.8870 2.3735
H -5.4912 -4.4942 3.9762
H -3.3309 -4.6974 4.8840
H -3.0343 -5.6986 3.4761
H -2.5255 -3.9623 3.4989
H 1.4567 -0.7208 0.2053
H 0.0695 0.2143 -0.2402
H -0.3131 -1.8663 -0.8456
H -1.9980 -1.8708 -0.2822
H 1.2629 -1.8475 4.6510
H 2.9128 -1.0042 2.1929
H 3.5324 -1.6376 3.7202
C -4.5276 -2.0407 -3.8026
C -4.7467 -2.5215 -2.3707
C -6.2293 -2.6709 -1.9919
O -6.9037 -1.4510 -1.7322
C -7.3509 -0.7603 -2.8800
N -4.0292 -1.6320 -1.4578
H -4.7112 -0.9714 -3.9111
H -3.4938 -2.2190 -4.1015
H -5.1754 -2.5744 -4.5030
H -4.2963 -3.5157 -2.2907
H -6.2810 -3.2340 -1.0570
H -6.7768 -3.2547 -2.7450
H -7.6655 -1.4473 -3.6717
H -6.5792 -0.0852 -3.2583
H -8.2084 -0.1522 -2.5879
H -4.0842 -2.0120 -0.5137
H -4.5532 -0.7624 -1.3989
C 6.9856 -0.0273 -0.5501
C 6.4511 0.5257 0.7687
C 7.3515 0.2189 1.9769
O 7.2693 -1.1129 2.4563
C 8.0444 -2.0552 1.7427
N 5.0856 0.0441 0.9676
H 6.8232 -1.1010 -0.6425
H 6.4726 0.4449 -1.3883
H 8.0557 0.1701 -0.6581
H 6.4120 1.6151 0.6709
H 7.0201 0.8452 2.8092
H 8.3978 0.4875 1.7747
H 8.9803 -1.6201 1.3796
H 7.4800 -2.4753 0.9069
H 8.2833 -2.8723 2.4248
H 4.6885 0.4953 1.7901
H 5.1471 -0.9366 1.2314
C 0.3313 -3.0601 -3.8546
C 1.0198 -1.6970 -3.8523
C 2.1216 -1.5496 -4.9097
O 3.3433 -2.1977 -4.6025
C 3.3737 -3.5796 -4.9002
N 1.5235 -1.4116 -2.5088
H 0.9390 -3.8306 -3.3835
H -0.6013 -3.0142 -3.2952
H 0.0967 -3.3791 -4.8755
H 0.2557 -0.9473 -4.0907
H 2.3648 -0.4860 -4.9756
H 1.7706 -1.8553 -5.9056
H 2.7915 -3.8151 -5.7962
H 3.0119 -4.1707 -4.0559
H 4.4138 -3.8571 -5.0791
H 1.8849 -0.4585 -2.4874
H 2.3453 -1.9900 -2.3544
C -5.1014 2.7085 8.4522
C -4.9790 1.2115 8.1844
C -4.8472 0.8577 6.6948
O -6.0588 0.9349 5.9648
C -6.4253 2.2355 5.5456
N -6.1108 0.5229 8.8140
H -6.0976 3.0877 8.2257
H -4.9128 2.9172 9.5060
H -4.3758 3.2742 7.8644
H -4.0622 0.8698 8.6737
H -4.5282 -0.1849 6.6142
H -4.0673 1.4586 6.2106
H -5.5512 2.8423 5.2939
H -7.0235 2.7403 6.3086
H -7.0435 2.1330 4.6534
H -5.9749 -0.4806 8.7300
H -6.9327 0.7067 8.2446
C 0.1941 2.4699 -2.4430
C 1.3417 3.1229 -3.2099
C 0.8823 4.1160 -4.2880
O 0.3817 3.5147 -5.4718
C -0.9677 3.0898 -5.3988
N 2.1993 2.0727 -3.7678
H -0.2973 1.6836 -3.0179
H 0.5706 2.0090 -1.5313
H -0.5585 3.2071 -2.1554
H 1.9302 3.6907 -2.4830
H 1.7545 4.6961 -4.6056
H 0.1569 4.8348 -3.8862
H -1.5708 3.7580 -4.7781
H -1.0372 2.0676 -5.0212
H -1.3724 3.0971 -6.4119
H 3.0259 2.4952 -4.1819
H 1.7066 1.6712 -4.5621
C 3.3145 7.0743 -9.0581
C 3.6767 7.9583 -7.8688
C 2.9637 7.5643 -6.5654
O 1.6054 7.9541 -6.4937
C 0.6995 7.0868 -7.1537
N 3.4326 9.3595 -8.2256
H 2.3334 7.3146 -9.4666
H 4.0377 7.2137 -9.8623
H 3.3222 6.0182 -8.7810
H 4.7498 7.8388 -7.6918
H 3.4579 8.0864 -5.7415
H 3.0649 6.4899 -6.3645
H 1.0133 6.0413 -7.0876
H 0.5743 7.3773 -8.1997
H -0.2709 7.1857 -6.6668
H 3.7736 9.9562 -7.4772
H 2.4265 9.5052 -8.2156
```

gap between HOMO and LUMO = 6.9 eV
molecular weight = 1022.7 g/mol
charge = -1
multiplicity = 1

[2]
Formula: C3H5NO3
Source: OMol25
Level of theory: the ωB97M-V functional and the def2-TZVPD basis

```
12
C3H5NO3, DFT the ωB97M-V functional and the def2-TZVPD basis
C -3.5769 -0.0906 0.1543
C 0.5182 -0.2498 0.3644
C -0.6184 0.4183 -0.3518
N -1.6774 0.3149 0.5525
O -4.6324 -0.3006 -0.3439
O -2.8992 1.0820 0.1110
O -2.4695 -0.8623 0.4802
H 0.1101 -1.2286 0.8661
H 1.5486 -0.4054 -0.1408
H 0.7292 0.4479 1.1433
H -0.5118 1.5781 -0.3796
H -0.7424 0.0497 -1.4131
```

gap between HOMO and LUMO = 11.2 eV
molecular weight = 103.1 g/mol
charge = 0
energy above the lowest of the compared OMol25 structures with the same formula, charge and spin = 115.0 kcal per mole
multiplicity = 1

[3]
Formula: C12H17FN2
Source: OMol25
Level of theory: the ωB97M-V functional and the def2-TZVPD basis

```
32
C12H17FN2, DFT the ωB97M-V functional and the def2-TZVPD basis
C 3.9201 0.3166 -0.1841
C 3.1463 -0.8111 -0.4514
C 3.2526 1.4999 0.1413
C 1.7037 -0.7570 -0.5981
C 1.9099 1.5650 -0.0756
C 1.1274 0.4764 -0.5124
C 1.0855 2.7854 0.3733
C -0.3031 2.4914 -0.0724
C -0.3734 0.9545 -0.4963
C -2.0098 -4.3758 -0.1916
C -0.9371 -0.0710 1.7062
C -2.3656 -0.1657 -0.2582
N -3.0074 0.6142 -1.2194
N -1.2118 0.1516 0.4052
F -3.2531 -0.7018 0.6892
H 4.9314 0.2545 -0.0647
H 3.5365 -1.8061 -0.5348
H 3.8927 2.2207 0.5650
H 0.9995 -1.6968 -0.7720
H 1.2350 2.8948 1.5048
H 1.5975 3.6273 0.0405
H -1.1246 2.7167 0.7576
H -0.4639 3.0434 -0.9716
H -0.7365 0.8567 -1.4452
H -2.1931 -4.5172 0.9702
H -1.3795 -5.2868 -0.2952
H -2.9479 -4.4051 -0.7616
H 0.0549 -0.0452 1.9648
H -1.7043 -0.4581 2.4148
H -1.5113 -3.4641 -0.4208
H -4.0399 0.4644 -1.1740
H -2.8307 1.6285 -1.0335
```

gap between HOMO and LUMO (spin up / spin down) = 6.3 / 9.0 eV
molecular weight = 208.3 g/mol
charge = 0
<S²> = 2.006
multiplicity = 3

[4]
Formula: C45H57MnN7O3PSSb
Source: OMol25
Level of theory: the ωB97M-V functional and the def2-TZVPD basis

```
116
C45H57MnN7O3PSSb, DFT the ωB97M-V functional and the def2-TZVPD basis
Mn 6.3914 -0.5467 21.6964
O 4.8423 1.3667 25.3567
S 5.8565 1.2242 24.3141
O 5.4375 2.1161 23.1290
O 6.1935 -0.1424 23.8941
C 7.3362 1.9937 25.0312
C 7.1585 2.8012 26.1706
C 8.2067 3.5924 26.6075
C 9.4570 3.4900 25.9978
C 9.6322 2.6174 24.9398
C 8.5359 1.9766 24.3229
P 8.6469 1.3045 22.6253
C 8.6180 2.6940 21.4838
C 8.1276 3.9333 21.8587
C 8.3194 5.0086 21.0328
C 8.9889 4.8921 19.8326
C 9.4202 3.6548 19.4026
C 9.2095 2.5516 20.2362
C 10.3726 0.8149 22.5478
C 11.4121 1.6280 22.1003
C 12.7154 1.1517 22.1483
C 12.9700 -0.1430 22.5813
C 11.9327 -0.9170 23.1063
C 10.6347 -0.4278 23.0709
H 6.2049 2.8336 26.6342
H 8.0084 4.3134 27.3976
H 10.3271 4.0222 26.3974
H 10.6323 2.5233 24.5114
H 7.5913 4.0658 22.8154
H 7.8348 5.9419 21.3730
H 9.0788 5.7866 19.2003
H 9.8432 3.4511 18.4194
H 9.5493 1.5790 19.9119
H 11.1877 2.6323 21.7568
H 13.5422 1.7808 21.7734
H 14.0008 -0.4507 22.5912
H 12.1636 -1.9139 23.4749
H 9.8661 -1.0034 23.4820
N 2.7410 1.2719 23.4116
C 2.7419 0.0178 22.5879
C 3.2060 0.3475 21.1681
N 4.6441 0.7395 21.0231
H 2.8560 1.0319 24.4264
H 1.8851 1.8026 23.2424
H 3.5702 1.8896 23.1670
H 1.7136 -0.3698 22.5210
H 3.3429 -0.7908 23.0579
H 2.5676 1.1358 20.7254
H 3.0758 -0.5632 20.5655
H 4.8629 1.5137 21.7109
H 4.6643 1.2086 20.0824
N 4.0579 -4.6869 23.7726
N 5.0370 -4.0007 22.9721
N 5.9306 -4.5518 22.1495
C 6.4405 -3.5443 21.4571
N 5.7977 -2.3896 21.7618
N 4.9361 -2.6615 22.8447
H 4.3691 -5.6370 24.0984
H 3.8681 -4.0824 24.5660
H 7.2578 -3.6851 20.7474
C 8.2269 -0.6388 20.7562
C 9.1235 -0.9668 19.9755
C 10.0150 -1.4780 19.0286
C 10.4400 -0.6474 17.8987
C 11.7326 -0.8766 17.3657
C 12.2611 -0.0107 16.4517
C 11.5536 1.0740 15.9813
C 10.2368 1.2316 16.3877
C 9.6555 0.4043 17.3574
C 10.4967 -2.8592 19.1227
C 10.9167 -3.6088 17.9843
C 11.4481 -4.8774 18.1185
C 11.6913 -5.4077 19.3994
C 11.1963 -4.7452 20.5136
C 10.5281 -3.5384 20.3330
H 12.3097 -1.6854 17.7257
H 13.2116 -0.2470 15.9684
H 11.9081 1.7269 15.1929
H 9.5996 1.9926 15.9386
H 8.6832 0.5960 17.8565
H 10.8143 -3.2015 16.9937
H 11.8000 -5.4165 17.2580
H 12.2318 -6.3440 19.4937
H 11.3484 -5.1723 21.4861
H 10.1148 -3.0181 21.2077
C 5.6317 -2.5219 14.1497
C 6.2894 -2.3771 15.4838
C 6.8486 -3.6621 16.0205
Sb 4.9898 -1.4214 17.0649
C 4.3608 0.5047 16.2054
C 3.4052 0.2371 15.0398
C 5.5633 1.3817 15.9260
C 3.2457 -2.6911 17.5342
C 2.7527 -3.3598 16.2525
C 3.6350 -3.7270 18.6198
H 6.0494 -3.3578 13.6171
H 5.7281 -1.6184 13.5371
H 4.6151 -2.7812 14.1464
H 7.0851 -1.6037 15.5152
H 6.1447 -4.4896 16.0121
H 7.2111 -3.5427 17.0533
H 7.6967 -3.9697 15.3704
H 3.8477 0.9745 17.1168
H 3.8006 -0.4364 14.2725
H 3.2253 1.1937 14.5448
H 2.4548 -0.1518 15.3838
H 6.3288 0.9267 15.2949
H 6.0456 1.6722 16.8664
H 5.2253 2.2541 15.4077
H 2.4885 -1.9936 17.9481
H 3.5631 -3.9416 15.7719
H 2.4621 -2.6305 15.4716
H 1.9598 -4.1206 16.4173
H 4.2438 -4.5407 18.1894
H 2.7499 -4.2369 19.0353
H 4.2807 -3.3044 19.4241
```

gap between HOMO and LUMO (spin up / spin down) = 4.7 / 4.7 eV
molecular weight = 983.7 g/mol
charge = +2
<S²> = 3.784
multiplicity = 4

[5]
Formula: C10H10N2O
Source: OMol25
Level of theory: the ωB97M-V functional and the def2-TZVPD basis

```
23
C10H10N2O, DFT the ωB97M-V functional and the def2-TZVPD basis
C 3.0720 -0.0508 0.0057
C 2.5110 1.0887 0.7277
C 0.9447 1.3062 0.1516
C 0.2101 0.0930 -0.0547
C -1.0984 0.0179 0.0261
C -1.8205 -1.0712 0.4652
C -3.3009 -1.2395 0.4240
C -3.9911 -0.0899 0.0146
C -3.2711 0.9888 -0.4147
C -1.9498 1.1634 -0.4318
H 2.4585 0.6342 1.5808
H 3.1600 2.2878 0.7759
H 1.1842 1.4348 -0.7551
H 0.5422 1.8326 0.7375
H 2.8755 -2.0188 -0.6153
H -1.2849 -2.0121 0.6399
H -3.5991 -1.9530 0.7841
H -5.1911 -0.1973 0.2153
H -4.1662 2.0486 -0.6929
H -1.3407 2.0168 -0.8641
N 0.9424 -1.0898 -0.3966
N 2.3012 -1.1151 -0.5462
O 4.3525 -0.2349 -0.0859
```

gap between HOMO and LUMO = 7.9 eV
molecular weight = 174.2 g/mol
charge = 0
energy above the lowest of the compared OMol25 structures with the same formula, charge and spin = 224.0 kcal per mole
multiplicity = 1